No. 1
Here is a molecular structure, C59H59AsBrCl3CsN7O6P2 in a non-equilibrium geometry from the OMol25 dataset. Energies are from the ωB97M-V functional and the def2-TZVPD basis.

ORCA input file:
```
! RIJCOSX wB97M-V def2-TZVPD def2/J DEFGRID3
* xyz -2 1
Cs -0.19 -0.41 0.22
C 0.61 5.84 0.51
N 0.13 4.51 0.80
C -0.67 4.39 2.00
P 0.84 3.18 0.11
O 0.46 1.98 0.86
O 0.31 3.20 -1.43
P -0.95 2.37 -2.02
O -0.87 0.91 -1.93
N -2.23 3.00 -1.17
C -3.46 2.21 -1.24
C -2.49 4.42 -1.20
N -0.98 2.92 -3.60
C -1.00 1.96 -4.68
C -0.45 4.21 -3.98
N 2.44 3.47 -0.13
C 3.07 3.82 -1.38
C 3.36 2.93 0.86
H -0.22 6.55 0.49
H 1.10 5.86 -0.47
H 1.34 6.19 1.25
H -1.55 5.05 1.93
H -0.10 4.67 2.90
H -1.02 3.36 2.10
H -3.21 1.16 -1.16
H -4.01 2.43 -2.17
H -4.08 2.46 -0.38
H -1.56 4.98 -1.11
H -3.12 4.68 -0.35
H -3.01 4.72 -2.12
H -1.39 1.02 -4.31
H 0.01 1.78 -5.08
H -1.64 2.34 -5.48
H -0.48 4.91 -3.15
H -1.05 4.63 -4.80
H 0.59 4.13 -4.33
H 2.32 4.14 -2.11
H 3.59 2.95 -1.79
H 3.79 4.63 -1.22
H 2.81 2.41 1.65
H 3.96 3.73 1.31
H 4.01 2.19 0.39
Br 2.15 -3.78 -2.92
C 0.79 -4.49 -1.78
C 0.10 -5.61 -2.22
C -0.86 -6.11 -1.37
C -1.06 -5.50 -0.14
C -0.31 -4.37 0.18
N 0.59 -3.87 -0.65
C -0.54 -3.70 1.55
O -0.99 -4.44 2.43
O -0.26 -2.48 1.61
H 0.32 -6.06 -3.18
H -1.45 -6.98 -1.66
H -1.78 -5.86 0.59
C -4.43 0.88 3.17
C -5.61 0.27 2.77
C -5.63 -0.40 1.56
C -4.47 -0.45 0.77
C -3.24 0.14 1.13
C -3.30 0.80 2.38
C -4.55 -1.14 -0.54
C -5.78 -1.14 -1.28
C -5.85 -1.73 -2.50
C -4.69 -2.36 -3.04
C -4.65 -3.01 -4.29
C -3.49 -3.61 -4.73
C -2.34 -3.57 -3.93
C -2.35 -2.94 -2.71
C -3.52 -2.31 -2.24
N -3.47 -1.70 -1.04
H -4.39 1.38 4.13
H -6.49 0.29 3.40
H -6.54 -0.91 1.26
H -2.39 1.24 2.77
H -6.64 -0.64 -0.86
H -6.77 -1.73 -3.08
H -5.55 -3.03 -4.89
H -3.47 -4.11 -5.69
H -1.43 -4.06 -4.27
H -1.48 -2.90 -2.08
Cl 7.77 -0.84 -2.16
C 6.40 -0.80 -1.06
C 5.18 -0.30 -1.50
C 4.12 -0.28 -0.62
Cl 2.59 0.36 -1.17
C 4.16 -0.74 0.74
O 3.19 -0.70 1.52
C 5.47 -1.23 1.09
Cl 5.67 -1.82 2.71
C 6.55 -1.27 0.23
H 5.06 0.06 -2.51
H 7.49 -1.66 0.58
C -2.89 -0.65 6.26
C -1.99 0.40 6.38
C -0.87 0.47 5.56
C -0.64 -0.51 4.61
C -1.55 -1.56 4.48
C -2.66 -1.63 5.31
As 0.84 -0.46 3.30
C 1.92 -1.79 4.22
C 1.75 -3.17 4.18
C 2.63 -3.98 4.87
C 3.68 -3.43 5.60
C 3.85 -2.06 5.64
C 2.97 -1.23 4.95
C 3.01 0.24 4.94
C 3.97 1.04 5.56
C 3.85 2.42 5.51
C 2.79 3.01 4.84
C 1.85 2.21 4.20
C 1.96 0.83 4.25
H -3.77 -0.69 6.89
H -2.16 1.18 7.12
H -0.18 1.29 5.67
H -1.39 -2.33 3.73
H -3.36 -2.45 5.19
H 0.93 -3.60 3.62
H 2.50 -5.06 4.84
H 4.37 -4.08 6.13
H 4.67 -1.64 6.21
H 4.80 0.59 6.08
H 4.60 3.04 6.00
H 2.70 4.09 4.81
H 1.03 2.67 3.65
C 1.28 -2.24 -7.96
C 1.27 -1.61 -6.59
C 0.17 -1.71 -5.75
C 0.23 -1.14 -4.49
N 1.29 -0.49 -4.03
C 2.33 -0.39 -4.83
C 2.38 -0.92 -6.11
H 0.29 -2.59 -8.23
H 1.96 -3.09 -7.98
H 1.62 -1.53 -8.71
H -0.73 -2.24 -6.06
H -0.62 -1.20 -3.81
H 3.19 0.13 -4.42
H 3.27 -0.82 -6.71
*
```

As for the strongest force on any atom: 0.035 Eh/bohr. The orbital gap is 4.51 eV. The total energy comes out at -10011.87886 hartree.


No. 2
Here is C14H17N3O3S in the gas phase in a non-equilibrium geometry from the OMol25 dataset. Energies are from the ωB97M-V functional and the def2-TZVPD basis.

ORCA input file:
```
! RIJCOSX wB97M-V def2-TZVPD def2/J DEFGRID3
* xyz 0 1
N 4.24 0.75 -1.14
C 3.82 1.77 -0.21
C 3.39 3.03 -0.95
S 4.66 3.75 -1.99
C 2.77 1.16 0.73
O 3.12 0.35 1.56
N 1.46 1.47 0.57
C 0.43 0.47 0.89
C -0.93 1.01 0.41
C -2.08 0.16 0.81
C -2.80 0.32 1.96
N -3.75 -0.72 2.01
C -3.57 -1.52 0.93
C -4.28 -2.65 0.54
C -3.99 -3.22 -0.71
C -2.93 -2.71 -1.50
C -2.19 -1.57 -1.13
C -2.53 -1.03 0.12
C 0.76 -0.80 0.12
O 1.17 -0.85 -1.04
O 0.41 -1.94 0.78
H 4.82 0.05 -0.71
H 3.45 0.29 -1.55
H 4.68 2.01 0.38
H 2.51 2.75 -1.58
H 3.05 3.75 -0.22
H 4.84 2.60 -2.65
H 1.26 1.95 -0.32
H 0.47 0.17 1.95
H -0.84 1.15 -0.65
H -1.01 2.00 0.92
H -2.82 1.07 2.76
H -4.45 -0.86 2.78
H -5.13 -3.04 1.15
H -4.62 -4.01 -1.12
H -2.70 -3.29 -2.40
H -1.39 -1.11 -1.66
H 0.68 -2.66 0.16
*
```

As for the strongest force on any atom: 0.053 Eh/bohr. The orbital gap is 8.84 eV. The total energy comes out at -1331.89898 hartree.


No. 3
Here is a molecular structure, C34H22Br3F4NOPSn from the OMol25 dataset. Energies are from the ωB97M-V functional and the def2-TZVPD basis.

ORCA input file:
```
! RIJCOSX wB97M-V def2-TZVPD def2/J DEFGRID3
* xyz 3 1
Sn -1.64 -0.28 0.74
C -4.05 -3.55 0.03
C -3.71 -2.61 1.15
C -4.50 -1.47 1.38
C -4.25 -0.64 2.47
C -3.18 -0.90 3.33
C -2.37 -2.01 3.09
C -2.64 -2.86 2.01
H -4.70 -4.34 0.40
H -3.15 -4.03 -0.37
H -4.57 -3.04 -0.78
H -5.32 -1.24 0.72
H -4.90 0.21 2.65
H -3.01 -0.27 4.19
H -1.56 -2.24 3.77
H -2.03 -3.74 1.86
F 4.79 2.50 3.69
C 3.96 1.85 2.92
C 4.40 1.30 1.72
F 5.65 1.43 1.35
C 3.50 0.62 0.91
F 3.96 0.08 -0.21
C 2.16 0.47 1.25
P 1.08 -0.54 0.19
C 1.42 0.00 -1.50
C 1.28 -0.88 -2.57
C 1.53 -0.45 -3.86
C 1.88 0.87 -4.11
C 1.96 1.77 -3.05
C 1.73 1.34 -1.75
C 1.61 -2.24 0.45
C 2.66 -2.84 -0.26
C 3.07 -4.11 0.07
C 2.46 -4.80 1.12
C 1.43 -4.20 1.84
C 1.01 -2.93 1.50
C 1.75 1.02 2.47
Br -0.01 0.78 3.15
C 2.62 1.70 3.29
F 2.22 2.21 4.44
H 1.01 -1.92 -2.40
H 1.48 -1.16 -4.68
H 2.12 1.20 -5.11
H 2.25 2.80 -3.23
H 1.86 2.03 -0.92
H 3.17 -2.30 -1.05
H 3.88 -4.58 -0.47
H 2.80 -5.79 1.38
H 0.97 -4.73 2.66
H 0.22 -2.46 2.08
Br -1.86 0.27 -4.69
C -1.50 1.66 -3.58
C -1.35 2.95 -4.03
C -1.19 4.02 -3.14
Br -1.02 5.68 -3.85
C -1.19 3.83 -1.70
C -1.14 4.89 -0.78
C -1.20 4.59 0.57
C -1.30 3.26 0.97
N -1.32 2.24 0.11
C -1.27 2.53 -1.19
C -1.41 1.37 -2.11
O -1.51 0.23 -1.68
H -1.39 3.16 -5.10
H -1.07 5.91 -1.11
H -1.19 5.38 1.31
H -1.37 3.01 2.02
*
```

As for the strongest force on any atom: 0.012 Eh/bohr. The orbital gap is 4.36 eV. The total energy comes out at -10114.99672 hartree.